Record 1
DFT (ωB97M-V with the def2-TZVPD basis set) results for 3 unconnected molecules or ions with the total composition C27H57N3O3.

Calculated values
E_HOMO in eV: -7.987
Molar mass in u: 471.77
Energy above the lowest of the compared OMol25 structures with the same formula, charge and spin in kcal per mole: 26.7
Charge: 0
2S+1: 1
Kohn-Sham gap in eV: 8.613

Each line ends with the Mulliken charge.
Positions of all 90 atoms, in Å:
C 4.876 0.712 2.004  -1.996
C 4.115 -0.573 2.392  1.491
C 4.849 -1.802 1.846  -1.564
C 3.982 -0.627 3.897  -1.400
C 2.929 -1.619 4.433  -0.758
C 1.642 -1.261 3.723  -1.456
C 1.623 -1.197 2.189  2.669
C 1.603 -2.608 1.583  -2.099
C 0.361 -0.357 1.869  -2.119
N 2.786 -0.398 1.742  0.642
O 2.841 -0.254 0.350  -0.499
H 5.776 0.780 2.621  0.442
H 5.140 0.626 0.952  0.425
H 4.275 1.601 2.180  0.369
H 5.411 -1.512 0.958  0.336
H 5.645 -2.160 2.515  0.373
H 4.272 -2.719 1.745  0.346
H 4.983 -0.840 4.288  0.531
H 3.771 0.334 4.380  0.383
H 3.247 -2.638 4.206  0.333
H 2.810 -1.455 5.502  0.417
H 1.147 -0.396 4.170  0.432
H 0.919 -2.056 3.966  0.432
H 2.125 -3.296 2.258  0.353
H 2.199 -2.653 0.672  0.372
H 0.612 -3.054 1.483  0.621
H 0.225 -0.254 0.791  -0.424
H 0.511 0.663 2.218  0.586
H -0.451 -0.878 2.375  0.553
H 2.390 0.587 0.217  0.263
C -1.573 2.856 -2.236  -1.665
C -0.482 2.790 -1.181  2.107
C 0.511 1.682 -1.503  -1.598
C 0.187 4.188 -1.257  -1.240
C -0.614 5.354 -0.690  -0.670
C -0.958 5.012 0.773  -1.254
C -1.767 3.723 0.897  1.297
C -1.760 3.378 2.407  -2.045
C -3.230 4.015 0.466  -1.703
N -1.048 2.663 0.208  0.302
O -1.767 1.422 0.303  -0.173
H -2.309 2.039 -2.158  0.087
H -2.189 3.745 -2.124  0.308
H -1.208 2.736 -3.256  0.553
H 0.066 0.713 -1.266  0.037
H 0.641 1.596 -2.585  0.462
H 1.512 1.792 -1.095  0.195
H 1.208 4.264 -0.881  0.410
H 0.255 4.480 -2.314  0.243
H 0.016 6.241 -0.655  0.488
H -1.576 5.573 -1.152  0.304
H -1.353 5.894 1.280  0.422
H -0.027 4.785 1.308  0.449
H -2.343 4.152 2.919  0.489
H -0.747 3.312 2.784  0.355
H -2.441 2.539 2.570  0.397
H -3.569 4.770 1.175  0.482
H -3.926 3.185 0.627  0.426
H -3.292 4.322 -0.573  0.320
H -2.584 1.676 -0.162  0.258
C -3.147 -2.423 0.015  -1.957
C -2.711 -2.583 -1.440  1.191
C -3.546 -3.724 -2.036  -1.803
C -3.065 -1.250 -2.125  -0.215
C -2.461 -1.187 -3.532  -1.014
C -0.935 -1.354 -3.469  -0.978
C -0.487 -2.596 -2.658  1.702
C -0.584 -3.838 -3.565  -1.965
C 1.014 -2.326 -2.357  -1.831
N -1.254 -2.742 -1.428  1.267
O -0.744 -3.802 -0.651  -0.633
H -4.187 -2.108 0.080  0.516
H -2.999 -3.372 0.540  0.455
H -2.497 -1.734 0.559  0.061
H -3.249 -4.704 -1.638  0.390
H -4.600 -3.517 -1.864  0.409
H -3.354 -3.999 -3.077  0.292
H -4.144 -1.113 -2.112  0.739
H -2.517 -0.520 -1.517  -0.545
H -2.998 -1.923 -4.134  0.396
H -2.646 -0.186 -3.933  0.468
H -0.519 -0.357 -3.343  0.135
H -0.743 -1.579 -4.526  0.395
H -1.574 -3.919 -4.006  0.354
H -0.422 -4.722 -2.948  0.409
H 0.197 -3.757 -4.320  0.478
H 1.134 -1.815 -1.399  0.168
H 1.569 -1.840 -3.158  0.430
H 1.572 -3.260 -2.214  0.433
H -0.351 -3.344 0.102  0.159



Record 2
DFT (ωB97M-V with the def2-TZVPD basis set) results for a molecular structure, C27H58HfO4P2Si.

Calculated values
E_HOMO (spin up / spin down) in eV: -11.534 / -11.532
Molar mass in u: 715.28
Energy above the lowest of the compared OMol25 structures with the same formula, charge and spin in kcal per mole: 63.5
Charge: +2
2S+1: 1
Kohn-Sham gap (spin up / spin down) in eV: 3.808 / 3.807

Each line ends with the Mulliken charge.
Positions of all 93 atoms, in Å:
P 0.275 -2.225 -3.777  0.722
P 0.572 1.404 -4.971  0.760
C -0.085 -1.283 -5.333  -1.132
C 0.871 -0.150 -5.770  -0.870
H -1.121 -0.913 -5.246  0.495
H -0.100 -2.054 -6.125  0.627
H 1.926 -0.425 -5.629  0.331
H 0.725 0.052 -6.840  0.586
C -0.858 2.307 -5.555  -1.442
H -1.177 3.080 -4.843  0.374
H -1.712 1.654 -5.767  0.392
H -0.571 2.813 -6.488  0.450
C 1.955 2.532 -4.894  -1.185
H 1.859 3.247 -5.724  0.437
H 2.903 1.982 -4.986  0.408
H 1.941 3.087 -3.943  0.302
C -1.062 -3.451 -3.830  -1.302
H -1.019 -4.119 -2.955  0.391
H -0.952 -4.061 -4.745  0.480
H -2.046 -2.956 -3.869  0.410
C 1.746 -3.135 -4.230  -1.209
H 2.569 -2.457 -4.477  0.388
H 1.517 -3.742 -5.122  0.455
H 2.042 -3.810 -3.418  0.397
Hf 0.329 -2.248 -0.280  0.857
C 0.536 2.572 -1.608  -0.830
C -0.804 2.482 -1.573  -0.516
C -1.656 1.511 -2.348  -0.020
C -1.958 0.106 -1.788  -0.128
C -1.052 -0.999 -2.099  -2.045
C 0.398 -0.940 -2.472  2.389
C 1.090 0.420 -2.703  -1.144
C 1.286 1.256 -1.451  -0.159
C 2.353 -2.519 0.329  -1.463
H 1.090 3.535 -1.519  0.457
H -1.383 3.163 -0.952  0.559
H -1.369 1.394 -3.402  -0.587
H -2.633 2.020 -2.421  0.627
H -2.095 0.120 -0.698  -1.050
H -2.983 -0.169 -2.135  0.597
H -1.539 -2.012 -1.925  0.721
H 1.267 -1.413 -1.767  0.084
H 0.400 0.995 -3.412  -0.378
H 2.079 0.238 -3.169  1.274
H 0.828 0.705 -0.598  -0.407
H 2.360 1.337 -1.186  0.672
H 3.075 -1.829 -0.144  0.338
H 2.618 -3.558 0.036  0.491
H 2.494 -2.448 1.427  0.361
C 1.501 2.854 1.660  -1.209
C 1.959 1.995 2.823  1.726
C 3.367 1.435 2.643  -1.500
C 1.799 2.768 4.134  -1.779
O 1.059 0.715 2.842  0.922
Si -0.133 -0.360 2.667  -1.752
O -0.101 -1.032 1.124  1.334
O 0.059 -1.724 3.568  -0.723
C 0.105 -1.699 5.048  1.711
C 0.746 -3.037 5.436  -1.822
C 0.957 -0.522 5.523  -1.294
C -1.314 -1.541 5.592  -1.217
O -1.536 0.400 3.050  -0.188
C -2.997 0.167 2.742  1.530
C -3.298 0.970 1.485  -0.914
C -3.230 -1.326 2.543  -1.159
C -3.778 0.786 3.906  -1.724
H 2.182 3.711 1.525  0.566
H 0.490 3.241 1.848  0.379
H 1.489 2.281 0.727  -0.173
H 4.104 2.241 2.509  0.421
H 3.658 0.849 3.529  0.364
H 3.403 0.782 1.759  0.201
H 0.768 3.136 4.249  0.348
H 2.078 2.168 5.010  0.370
H 2.460 3.651 4.113  0.454
H 1.772 -3.090 5.040  0.391
H 0.791 -3.146 6.531  0.378
H 0.169 -3.878 5.025  0.369
H 0.448 0.437 5.329  0.086
H 1.109 -0.599 6.615  0.595
H 1.946 -0.528 5.037  0.206
H -1.743 -0.589 5.243  -0.009
H -1.959 -2.372 5.271  0.277
H -1.293 -1.526 6.695  0.471
H -2.543 0.761 0.724  -0.303
H -4.296 0.721 1.093  0.434
H -3.263 2.046 1.704  0.427
H -3.122 -1.871 3.489  0.182
H -4.246 -1.499 2.159  0.550
H -2.510 -1.732 1.819  -0.062
H -3.624 0.273 4.864  0.401
H -3.510 1.847 4.027  0.353
H -4.851 0.742 3.678  0.417